(1)
Computed, not measured: a 2-piece molecular cluster, C3H8O2S overall in a non-equilibrium geometry, with the ωB97M-V functional and the def2-TZVPD basis.

Structure (XYZ):
```
14
Properties=species:S:1:pos:R:3
O 3.115 -0.939 1.479
C 3.035 -0.369 0.388
O 1.970 0.351 -0.100
H 3.998 -0.320 -0.245
H 2.468 1.359 -0.470
C -3.391 0.164 -0.256
S -1.718 0.663 -0.806
C -0.747 -0.584 0.190
H -3.522 0.568 0.716
H -3.604 -0.838 -0.241
H -4.000 0.630 -0.962
H -0.107 -1.040 -0.422
H -0.242 -0.122 1.041
H -1.581 -1.416 0.516
```

Results
LUMO	-0.046	eV
E_HOMO	-8.405	eV
energy relative to the best compared isomer or geometry (same formula, charge and spin)	57.55	kcal per mole
calculated total energy	-667.689220	hartree

=====

(2)
Computed, not measured: a 2-piece molecular cluster, C3H8O2S overall, with the ωB97M-V functional and the def2-TZVPD basis.

Structure (XYZ):
```
14
Properties=species:S:1:pos:R:3
O -1.831 0.534 0.566
C -1.843 -0.228 -0.364
C -0.628 -1.025 -0.720
C 0.631 -0.162 -0.616
S 2.128 -1.078 -1.028
H -2.774 -0.320 -0.926
H -0.576 -1.812 0.050
H -0.697 -1.560 -1.652
H 0.669 0.196 0.408
H 0.513 0.693 -1.273
H 2.816 -0.775 0.076
O -0.913 2.472 2.445
H -0.865 2.375 3.404
H -1.453 1.752 2.100
```

Results
LUMO	0.624	eV
E_HOMO	-9.330	eV
energy relative to the best compared isomer or geometry (same formula, charge and spin)	19.70	kcal per mole
calculated total energy	-667.749537	hartree

=====

(3)
Computed, not measured: a 2-piece molecular cluster, C3H8O3 overall in a non-equilibrium geometry, with the ωB97M-V functional and the def2-TZVPD basis.

Structure (XYZ):
```
14
Properties=species:S:1:pos:R:3
O -1.250 -1.430 -3.071
C -0.226 -0.834 -2.904
O 0.138 0.129 -3.752
H 0.583 -0.952 -2.183
H -0.409 0.301 -4.516
C 0.999 -0.327 2.514
C -0.048 0.788 2.689
O 0.194 1.581 3.898
H 0.587 -1.148 3.105
H 1.100 -0.661 1.495
H 2.003 -0.126 2.893
H -0.985 0.319 2.946
H 0.087 1.519 1.896
H 0.787 1.086 4.434
```

Results
LUMO	0.673	eV
E_HOMO	-10.375	eV
energy relative to the best compared isomer or geometry (same formula, charge and spin)	34.24	kcal per mole
calculated total energy	-344.793797	hartree

=====

(4)
Computed, not measured: C3H8O3 as an isolated structure in a non-equilibrium geometry, with the ωB97M-V functional and the def2-TZVPD basis.

Structure (XYZ):
```
14
Properties=species:S:1:pos:R:3
O -1.174 -1.483 1.703
C 0.956 -0.169 0.239
O 1.988 0.323 0.825
C -0.315 0.512 0.596
C -0.815 -0.023 -0.600
H 1.002 -1.284 0.245
H -0.852 -0.131 1.480
H 1.801 0.594 -0.447
H -0.137 1.541 0.851
H -1.624 -0.758 -0.466
H -0.874 0.605 -1.482
H 0.994 1.204 -3.132
H -1.432 -1.912 2.529
O 0.480 0.981 -2.340
```

Results
LUMO	-2.710	eV
E_HOMO	-9.031	eV
energy relative to the best compared isomer or geometry (same formula, charge and spin)	295.74	kcal per mole
calculated total energy	-344.377076	hartree

=====

(5)
Computed, not measured: a 2-piece molecular cluster, C3H8O3 overall in a non-equilibrium geometry, with the ωB97M-V functional and the def2-TZVPD basis.

Structure (XYZ):
```
14
Properties=species:S:1:pos:R:3
C -0.235 -0.942 -0.899
C -0.412 0.319 -0.069
C -1.727 0.450 0.647
O -1.905 0.305 1.821
O -2.727 0.756 -0.213
H -0.914 -0.961 -1.747
H -0.404 -1.824 -0.281
H 0.781 -1.006 -1.271
H 0.385 0.416 0.663
H -0.263 1.207 -0.698
H -3.552 0.791 0.311
O 3.907 -0.039 0.786
H 3.017 0.212 1.055
H 4.049 0.317 -0.103
```

Results
LUMO	0.549	eV
E_HOMO	-10.661	eV
energy relative to the best compared isomer or geometry (same formula, charge and spin)	4.45	kcal per mole
calculated total energy	-344.841271	hartree

=====

(6)
Computed, not measured: C3H8O3 as an isolated structure in a non-equilibrium geometry, with the ωB97M-V functional and the def2-TZVPD basis.

Structure (XYZ):
```
14
Properties=species:S:1:pos:R:3
C -1.131 1.150 -0.848
C 0.936 -0.439 -0.936
C -0.399 -0.056 -0.417
O -1.007 -0.863 0.407
O 0.618 -0.975 2.051
O 0.769 0.392 1.867
H -2.253 0.994 -0.893
H -0.965 2.048 -0.110
H -0.628 1.510 -1.784
H 1.313 -1.481 -0.898
H 1.780 0.243 -0.578
H 1.009 -0.183 -1.976
H -0.237 -1.169 1.203
H 0.196 -1.169 2.911
```

Results
LUMO	0.076	eV
E_HOMO	-7.785	eV
energy relative to the best compared isomer or geometry (same formula, charge and spin)	136.16	kcal per mole
calculated total energy	-344.631381	hartree

=====

(7)
Computed, not measured: a 2-piece molecular cluster, C3H8O3 overall in a non-equilibrium geometry, with the ωB97M-V functional and the def2-TZVPD basis.

Structure (XYZ):
```
14
Properties=species:S:1:pos:R:3
O -0.131 -0.787 -2.124
C 0.017 -1.539 -1.127
O 1.254 -2.054 -0.844
H -0.739 -2.300 -0.892
H 1.918 -1.455 -1.216
C -0.332 1.512 1.526
C -0.205 0.129 0.336
O -0.104 1.167 -0.627
H 0.586 2.081 1.477
H -0.434 0.965 2.456
H -1.211 2.091 1.277
H 0.745 -0.213 0.763
H -1.225 -0.223 0.517
H -0.138 0.626 -1.522
```

Results
LUMO	0.131	eV
E_HOMO	-9.592	eV
energy relative to the best compared isomer or geometry (same formula, charge and spin)	91.25	kcal per mole
calculated total energy	-344.702952	hartree

=====

(8)
Computed, not measured: a 2-piece molecular cluster, C3H8O3 overall in a non-equilibrium geometry, with the ωB97M-V functional and the def2-TZVPD basis.

Structure (XYZ):
```
14
Properties=species:S:1:pos:R:3
C -0.423 -0.608 0.082
C -1.802 0.112 -0.034
O -1.802 1.387 0.028
O -2.814 -0.722 -0.144
H 0.310 0.269 0.093
H -0.463 -1.045 1.151
H -0.193 -1.287 -0.748
H -3.619 -0.210 0.153
C 2.355 -0.179 0.160
O 3.792 0.075 -0.152
H 2.369 -1.033 0.708
H 1.809 0.730 0.600
H 1.868 -0.329 -0.791
H 3.729 1.026 -0.271
```

Results
LUMO	0.521	eV
E_HOMO	-10.462	eV
energy relative to the best compared isomer or geometry (same formula, charge and spin)	48.27	kcal per mole
calculated total energy	-344.771445	hartree

=====

(9)
Computed, not measured: a 2-piece molecular cluster, C3H8O3S overall in a non-equilibrium geometry, with the ωB97M-V functional and the def2-TZVPD basis.

Structure (XYZ):
```
15
Properties=species:S:1:pos:R:3
C 0.000 0.000 0.000
S -0.623 1.621 -0.487
C 0.862 2.639 -0.236
C 0.535 4.127 -0.130
O 1.179 5.053 -0.624
O -0.525 4.333 0.709
H 0.419 0.013 1.020
H 0.823 -0.165 -0.716
H -0.709 -0.841 -0.079
H 1.642 2.603 -1.020
H 1.334 2.346 0.722
H -1.047 3.509 0.911
O -3.810 1.164 -2.003
H -3.036 1.536 -1.523
H -4.572 1.712 -1.706
```

Results
LUMO	0.485	eV
E_HOMO	-9.773	eV
energy relative to the best compared isomer or geometry (same formula, charge and spin)	14.89	kcal per mole
calculated total energy	-743.009019	hartree

=====

(10)
Computed, not measured: one molecule with the formula C3H8O3S3 in a non-equilibrium geometry, with the ωB97M-V functional and the def2-TZVPD basis.

Structure (XYZ):
```
17
Properties=species:S:1:pos:R:3
O -1.670 0.101 1.469
S -1.651 -0.422 0.120
O -2.678 -1.354 -0.321
O -1.656 0.811 -0.950
C -0.068 -1.171 -0.219
C 1.176 -0.378 0.226
S 2.547 -1.581 0.001
C 1.437 0.914 -0.604
S 0.701 2.418 0.111
H -2.394 0.658 -1.503
H -0.063 -1.430 -1.241
H -0.085 -2.105 0.359
H 1.059 -0.136 1.295
H 3.530 -0.848 0.621
H 1.004 0.718 -1.631
H 2.513 1.122 -0.726
H 1.650 2.712 1.097
```

Results
LUMO	0.394	eV
E_HOMO	-9.301	eV
energy relative to the best compared isomer or geometry (same formula, charge and spin)	8.15	kcal per mole
calculated total energy	-1539.364269	hartree

=====

(11)
Computed, not measured: a 2-piece molecular cluster, C3H8O4 overall in a non-equilibrium geometry, with the ωB97M-V functional and the def2-TZVPD basis.

Structure (XYZ):
```
15
Properties=species:S:1:pos:R:3
O -0.931 -1.207 0.679
C -0.465 -0.117 0.555
O -0.438 0.752 1.633
C 0.030 0.503 -0.722
C 0.855 1.846 -0.704
O 0.190 2.886 0.014
H -1.137 0.395 2.201
H 0.745 -0.234 -1.103
H -0.833 0.707 -1.361
H 1.882 1.633 -0.436
H 0.768 2.173 -1.730
H -0.388 2.500 0.659
O -0.072 -3.821 -0.282
H 0.267 -4.623 0.112
H -0.473 -3.393 0.486
```

Results
LUMO	0.500	eV
E_HOMO	-10.555	eV
energy relative to the best compared isomer or geometry (same formula, charge and spin)	18.28	kcal per mole
calculated total energy	-420.062266	hartree

=====

(12)
Computed, not measured: an isolated ion of composition C3H8O6P2 and charge -2 in a non-equilibrium geometry, with the ωB97M-V functional and the def2-TZVPD basis.

Structure (XYZ):
```
19
Properties=species:S:1:pos:R:3
O -2.873 0.792 1.766
P -2.499 0.635 0.337
O -3.123 -0.544 -0.358
O -3.104 1.967 -0.611
C -0.779 0.796 -0.141
O -0.678 0.696 -1.604
C 0.072 -0.192 0.558
C 0.287 -1.688 -0.007
O -0.868 -2.405 0.253
O 1.518 0.190 0.663
P 2.054 1.588 -0.011
H -2.195 2.396 -0.876
H -1.612 0.552 -1.831
H -0.395 -0.404 1.464
H 1.101 -2.104 0.588
H 0.353 -1.839 -1.067
H -1.689 -1.787 0.441
H 3.281 1.025 0.279
H 2.096 2.279 1.301
```

Results
LUMO	6.361	eV
charge	-2
E_HOMO	1.018	eV
energy relative to the best compared isomer or geometry (same formula, charge and spin)	85.88	kcal per mole
calculated total energy	-1253.236998	hartree

=====

(13)
Computed, not measured: a 2-piece molecular cluster, C3H8OS overall in a non-equilibrium geometry, with the ωB97M-V functional and the def2-TZVPD basis.

Structure (XYZ):
```
13
Properties=species:S:1:pos:R:3
C -2.163 -0.453 0.210
C -2.786 0.906 0.314
O -2.705 1.568 1.327
H -1.721 -0.763 1.143
H -1.394 -0.375 -0.569
H -2.931 -1.078 -0.261
H -3.336 1.335 -0.543
C 3.028 -1.172 -1.275
S 1.896 -0.143 -0.168
H 3.721 -1.663 -0.608
H 2.375 -1.902 -1.734
H 3.469 -0.519 -2.008
H 2.544 -0.541 0.933
```

Results
LUMO	0.815	eV
E_HOMO	-9.239	eV
energy relative to the best compared isomer or geometry (same formula, charge and spin)	15.57	kcal per mole
calculated total energy	-592.493237	hartree

=====

(14)
Computed, not measured: a 2-piece molecular cluster, C3H8OS overall in a non-equilibrium geometry, with the ωB97M-V functional and the def2-TZVPD basis.

Structure (XYZ):
```
13
Properties=species:S:1:pos:R:3
C -0.493 2.769 -0.110
C -0.277 1.716 -0.870
O 0.713 1.649 -1.866
H -1.181 2.612 0.706
H -0.087 3.796 -0.320
H -1.144 1.120 -1.006
H 0.303 1.162 -2.558
C 0.785 -1.007 1.004
S -0.372 -2.398 0.806
H 1.185 -0.669 2.096
H 1.781 -1.206 0.447
H 0.176 -0.197 0.479
H -0.867 -2.313 2.040
```

Results
LUMO	0.765	eV
E_HOMO	-8.879	eV
energy relative to the best compared isomer or geometry (same formula, charge and spin)	50.02	kcal per mole
calculated total energy	-592.438331	hartree

=====

(15)
Computed, not measured: a 2-piece molecular cluster, C3H8OS overall, with the ωB97M-V functional and the def2-TZVPD basis.

Structure (XYZ):
```
13
Properties=species:S:1:pos:R:3
C 1.958 -1.895 -0.179
C 2.019 -2.596 0.940
O 3.017 -3.529 1.160
H 1.127 -1.232 -0.361
H 2.679 -2.119 -0.954
H 1.228 -2.655 1.684
H 3.444 -3.325 1.998
C -2.942 1.670 -0.267
S -1.712 2.849 -0.855
H -2.716 0.669 -0.637
H -2.956 1.658 0.819
H -3.958 1.816 -0.641
H -2.141 3.882 -0.115
```

Results
LUMO	0.802	eV
E_HOMO	-9.126	eV
energy relative to the best compared isomer or geometry (same formula, charge and spin)	26.91	kcal per mole
calculated total energy	-592.475171	hartree

=====

(16)
Computed, not measured: a 2-piece molecular cluster, C3H8OS overall in a non-equilibrium geometry, with the ωB97M-V functional and the def2-TZVPD basis.

Structure (XYZ):
```
13
Properties=species:S:1:pos:R:3
C 1.132 -2.337 1.467
O 0.215 -3.020 1.999
H 2.105 -2.187 2.260
H 1.438 -2.180 0.400
C -0.031 1.080 -1.952
S 0.233 0.135 -0.320
C -0.991 1.041 0.617
H -0.258 0.394 -2.958
H -0.969 1.656 -1.828
H 0.907 1.669 -2.174
H -0.819 2.138 0.439
H -0.880 0.790 1.654
H -2.081 0.821 0.398
```

Results
LUMO	0.322	eV
E_HOMO	-8.822	eV
energy relative to the best compared isomer or geometry (same formula, charge and spin)	53.80	kcal per mole
calculated total energy	-592.432323	hartree

=====

Number 1: gap between HOMO and LUMO 0.30719 Ha. Number 2: gap between HOMO and LUMO 0.36581 Ha. Number 3: gap between HOMO and LUMO 0.40600 Ha. Number 4: gap between HOMO and LUMO 0.23229 Ha. Number 5: gap between HOMO and LUMO 0.41197 Ha. Number 6: gap between HOMO and LUMO 0.28889 Ha. Number 7: gap between HOMO and LUMO 0.35731 Ha. Number 8: gap between HOMO and LUMO 0.40361 Ha. Number 9: gap between HOMO and LUMO 0.37696 Ha. Number 10: gap between HOMO and LUMO 0.35626 Ha. Number 11: gap between HOMO and LUMO 0.40629 Ha. Number 12: gap between HOMO and LUMO 0.19636 Ha. Number 13: gap between HOMO and LUMO 0.36947 Ha. Number 14: gap between HOMO and LUMO 0.35439 Ha. Number 15: gap between HOMO and LUMO 0.36484 Ha. Number 16: gap between HOMO and LUMO 0.33605 Ha.